1.
Density functional theory data (ωB97M-V/def2-TZVPD) for a 5-piece molecular cluster, C15H28Br8N2O3PS overall.

Output
Net charge: +1
LUMO (eV): -4.22
E_tot (Ha): -22255.061786
E_HOMO (eV): -12.0
Orbital gap (eV): 7.80

Geometry (Å):
C: -2.940 -0.464 2.278
C: -3.431 -0.285 0.831
O: -4.359 -1.251 0.427
C: -2.190 -0.315 -0.087
C: -1.282 0.774 0.345
C: -0.091 0.542 1.058
C: 0.569 1.700 1.427
N: 0.133 2.907 1.108
P: 1.031 4.337 1.683
O: 2.561 3.943 1.722
O: 0.855 5.405 0.533
S: 0.393 4.966 3.356
N: -0.946 3.189 0.403
C: -1.607 2.110 0.064
H: -3.776 -0.771 2.903
H: -2.111 -1.170 2.325
H: -2.562 0.487 2.672
H: -3.822 0.738 0.780
H: -5.200 -1.008 0.820
H: -1.719 -1.294 -0.107
H: -2.533 -0.097 -1.101
H: 0.244 -0.459 1.344
H: 1.480 1.624 2.005
H: 2.854 3.742 0.814
H: -0.020 5.795 0.687
H: -2.526 2.288 -0.480
Br: 0.296 -1.518 6.491
C: -1.021 -0.260 7.177
C: -2.122 -0.026 6.180
Br: -1.531 1.140 4.735
H: -0.487 0.648 7.437
H: -1.418 -0.719 8.079
H: -2.958 0.494 6.643
H: -2.477 -0.942 5.720
Br: 0.735 0.754 -1.547
C: 1.819 -0.046 -2.965
C: 0.964 -0.838 -3.912
Br: 0.432 -2.540 -3.125
H: 2.580 -0.643 -2.473
H: 2.292 0.787 -3.480
H: 1.524 -1.095 -4.807
H: 0.052 -0.324 -4.198
Br: 2.433 -0.097 -7.416
C: 1.659 -1.846 -7.794
C: 0.466 -1.734 -8.702
Br: -1.096 -1.085 -7.739
H: 1.418 -2.301 -6.838
H: 2.455 -2.412 -8.271
H: 0.185 -2.714 -9.082
H: 0.630 -1.057 -9.534
Br: 3.655 -0.321 0.910
C: 3.714 -2.099 1.710
C: 2.592 -2.960 1.201
Br: 0.896 -2.471 2.027
H: 3.691 -1.962 2.786
H: 4.676 -2.514 1.419
H: 2.752 -4.001 1.469
H: 2.452 -2.882 0.127

Löwdin population analysis, charges in e, atoms 1 to 4: number 1, C, carries -0.08; number 2, C, carries -0.42; number 3, O, carries 0.01; number 4, C, carries -0.10

2.
Density functional theory data (ωB97M-V/def2-TZVPD) for an isolated ion of composition C8H7ClP and charge +1.

Output
Relative energy (zero: lowest compared OMol25 entry of this formula, charge and spin) (kcal/mol): 0.0
Net charge: +1
LUMO (spin up / spin down) (eV): -6.81 / -6.81
E_tot (Ha): -1110.254164
E_HOMO (spin up / spin down) (eV): -13.4 / -13.4
Orbital gap (spin up / spin down) (eV): 6.60 / 6.60

Geometry (Å):
C: -1.402 1.644 0.061
C: -0.184 1.772 -0.654
C: -1.861 0.423 0.539
C: 0.705 0.724 -0.654
C: -0.890 -0.554 0.669
C: 0.414 -0.432 0.105
C: 1.293 -1.475 0.155
C: 2.620 -1.565 0.008
P: 3.953 -0.446 -0.181
Cl: 3.453 1.357 0.347
H: -2.046 2.511 0.196
H: 0.075 2.654 -1.230
H: -2.834 0.533 1.009
H: 1.597 0.699 -1.282
H: -1.156 -1.516 1.239
H: 0.639 -2.385 0.641
H: 3.105 -2.617 0.154

Löwdin population analysis, charges in e, atoms 1 to 4: number 1, C, carries -0.01; number 2, C, carries -0.03; number 3, C, carries -0.03; number 4, C, carries -0.09

3.
Density functional theory data (ωB97M-V/def2-TZVPD) for a 15-piece molecular cluster, C54H108Cl4O13 overall.

Output
LUMO (eV): 0.54
E_tot (Ha): -4940.910594
E_HOMO (eV): -9.3
Orbital gap (eV): 9.83

Geometry (Å):
C: 15.248 17.068 10.764
Cl: 16.776 16.951 11.694
Cl: 15.498 16.777 8.978
H: 14.581 16.269 11.172
H: 14.901 18.075 10.862
C: 12.758 13.608 18.960
Cl: 11.076 14.046 18.577
Cl: 12.968 12.954 20.585
H: 12.985 12.858 18.240
H: 13.231 14.525 18.863
C: 13.621 14.344 14.760
C: 15.011 13.757 14.564
C: 15.074 13.657 13.030
O: 14.341 14.832 12.554
C: 13.574 15.394 13.710
H: 13.422 14.689 15.747
H: 12.920 13.570 14.485
H: 15.221 12.841 15.041
H: 15.765 14.495 14.803
H: 14.725 12.690 12.632
H: 16.110 13.720 12.785
H: 12.567 15.600 13.351
H: 14.024 16.345 13.972
C: 12.496 20.320 12.584
C: 11.348 19.756 13.434
C: 12.009 19.324 14.803
O: 13.257 20.009 14.837
C: 13.691 19.925 13.498
H: 12.443 21.386 12.554
H: 12.501 19.847 11.639
H: 10.950 18.876 12.954
H: 10.510 20.491 13.650
H: 12.181 18.253 14.898
H: 11.570 19.673 15.705
H: 14.120 18.939 13.314
H: 14.410 20.700 13.457
C: 8.731 15.548 13.883
C: 9.263 14.191 14.194
C: 10.237 14.528 15.291
O: 10.914 15.726 14.855
C: 9.885 16.482 14.209
H: 7.934 15.769 14.641
H: 8.274 15.757 12.920
H: 9.708 13.639 13.368
H: 8.479 13.464 14.565
H: 10.988 13.801 15.547
H: 9.648 14.781 16.188
H: 10.291 16.920 13.279
H: 9.549 17.206 14.885
C: 9.052 17.696 18.290
C: 10.153 17.776 19.405
C: 10.491 19.259 19.464
O: 10.319 19.652 18.128
C: 9.181 19.036 17.552
H: 8.099 17.612 18.843
H: 9.145 16.847 17.611
H: 10.979 17.202 19.026
H: 9.777 17.401 20.345
H: 11.498 19.494 19.757
H: 9.793 19.858 20.058
H: 9.312 18.880 16.514
H: 8.289 19.631 17.745
C: 17.116 8.751 13.461
C: 15.806 8.007 13.119
C: 15.434 8.711 11.743
O: 15.898 10.086 11.846
C: 16.825 10.155 12.920
H: 17.886 8.337 12.818
H: 17.302 8.768 14.506
H: 14.980 8.231 13.770
H: 15.721 6.932 12.927
H: 14.330 8.809 11.681
H: 15.815 8.166 10.886
H: 16.450 10.850 13.659
H: 17.756 10.677 12.583
C: 11.567 10.832 10.582
C: 10.451 10.383 11.568
C: 10.826 11.052 12.889
O: 11.754 12.069 12.552
C: 12.544 11.591 11.437
H: 11.200 11.515 9.866
H: 11.917 9.933 10.070
H: 10.382 9.305 11.615
H: 9.461 10.624 11.262
H: 11.356 10.335 13.559
H: 10.025 11.554 13.425
H: 13.351 10.950 11.798
H: 12.934 12.495 10.991
C: 13.086 9.466 17.157
C: 13.658 10.785 16.633
C: 14.004 10.395 15.139
O: 13.291 9.210 14.851
C: 13.450 8.461 16.088
H: 12.030 9.555 17.275
H: 13.439 9.136 18.144
H: 14.521 11.139 17.220
H: 12.921 11.595 16.598
H: 15.093 10.314 15.043
H: 13.654 11.247 14.557
H: 14.480 8.103 16.235
H: 12.760 7.612 16.047
C: 16.096 17.758 19.591
C: 14.763 18.557 19.360
C: 14.084 17.712 18.219
O: 14.352 16.395 18.704
C: 15.544 16.334 19.545
H: 16.570 18.016 20.571
H: 16.768 18.041 18.727
H: 14.889 19.601 19.091
H: 14.213 18.510 20.299
H: 14.555 17.971 17.202
H: 13.003 17.902 18.113
H: 16.172 15.558 19.099
H: 15.167 16.014 20.491
C: 18.480 12.550 17.234
C: 17.620 11.406 17.948
C: 17.736 10.204 17.013
O: 18.076 10.759 15.756
C: 18.993 11.796 16.023
H: 19.284 12.957 17.838
H: 17.785 13.341 16.997
H: 16.559 11.744 17.974
H: 17.904 11.165 18.961
H: 16.778 9.660 16.838
H: 18.465 9.447 17.347
H: 18.996 12.491 15.128
H: 20.013 11.389 16.199
C: 16.500 17.024 15.305
C: 17.720 16.364 15.942
C: 18.750 17.491 16.086
O: 18.214 18.579 15.368
C: 16.834 18.472 15.377
H: 15.586 16.808 15.794
H: 16.562 16.666 14.289
H: 18.069 15.532 15.337
H: 17.428 16.022 16.922
H: 19.745 17.281 15.664
H: 18.768 17.724 17.130
H: 16.424 19.037 14.502
H: 16.428 18.935 16.291
C: 15.945 12.663 9.176
C: 16.952 13.275 8.203
C: 17.021 12.338 6.982
O: 16.238 11.209 7.371
C: 15.165 11.745 8.182
H: 15.364 13.456 9.584
H: 16.468 12.092 9.934
H: 17.962 13.486 8.655
H: 16.755 14.313 7.951
H: 18.012 12.049 6.675
H: 16.607 12.916 6.078
H: 14.620 10.975 8.675
H: 14.541 12.372 7.504
C: 10.173 16.564 9.376
C: 10.843 15.204 9.255
C: 11.584 15.135 10.541
O: 11.953 16.464 10.912
C: 11.325 17.391 9.976
H: 9.402 16.600 10.160
H: 9.675 17.003 8.489
H: 11.572 15.145 8.409
H: 10.092 14.390 9.078
H: 12.519 14.507 10.649
H: 10.888 14.648 11.323
H: 12.075 17.766 9.236
H: 11.116 18.262 10.597
C: 19.628 12.824 11.272
C: 19.398 14.319 11.161
C: 19.320 14.741 12.592
O: 20.204 13.881 13.342
C: 20.589 12.765 12.494
H: 20.023 12.424 10.312
H: 18.635 12.421 11.467
H: 18.419 14.577 10.674
H: 20.240 14.776 10.540
H: 18.267 14.631 13.063
H: 19.489 15.772 12.726
H: 20.496 11.894 13.176
H: 21.633 12.975 12.182

Löwdin population analysis, charges in e, atoms 1 to 4: number 1, C, carries -0.92; number 2, Cl, carries 0.59; number 3, Cl, carries 0.49; number 4, H, carries 0.01

4.
Density functional theory data (ωB97M-V/def2-TZVPD) for C34H25Br2N4O2W as an isolated structure.

Output
Net charge: +1
LUMO (spin up / spin down) (eV): -4.65 / -4.63
E_tot (Ha): -6894.942888
2S+1: 3
E_HOMO (spin up / spin down) (eV): -10.8 / -11.3
Orbital gap (spin up / spin down) (eV): 6.18 / 6.65

Geometry (Å):
W: -0.061 0.359 -0.113
C: -3.268 -4.275 1.436
C: -2.209 -4.258 2.332
C: -1.322 -3.193 2.346
C: -1.514 -2.136 1.465
C: -2.553 -2.150 0.551
C: -3.431 -3.225 0.545
N: -0.519 -1.045 1.498
N: 0.172 -0.998 2.542
C: 1.272 -0.138 2.465
C: 2.013 0.010 3.627
C: 3.136 0.820 3.586
C: 3.472 1.435 2.389
C: 2.709 1.279 1.232
C: 1.572 0.475 1.239
H: -3.953 -5.112 1.423
H: -2.061 -5.081 3.018
H: -0.488 -3.194 3.029
H: -2.693 -1.354 -0.161
H: -4.241 -3.237 -0.172
H: 1.709 -0.510 4.526
H: 3.747 0.960 4.466
H: 4.357 2.059 2.346
H: 3.007 1.789 0.330
Br: 1.798 0.826 -1.720
C: 1.103 4.232 -1.867
Br: 0.163 3.743 -0.369
H: 0.606 4.177 -2.821
H: 2.139 4.489 -1.728
C: -2.482 1.586 -4.485
C: -2.799 2.228 -3.303
C: -2.134 1.874 -2.145
N: -1.167 0.942 -2.113
C: -0.856 0.336 -3.273
C: -1.493 0.619 -4.465
H: -2.991 1.837 -5.406
H: -3.553 3.001 -3.262
H: -2.370 2.366 -1.219
H: -0.073 -0.400 -3.231
H: -1.200 0.085 -5.358
O: -0.627 1.689 1.551
C: -1.861 1.509 1.321
O: -2.094 0.732 0.333
C: -2.936 2.113 2.104
C: -2.618 3.046 3.088
C: -3.636 3.615 3.833
C: -4.954 3.245 3.594
C: -5.267 2.308 2.617
C: -4.256 1.739 1.862
H: -1.583 3.310 3.265
H: -3.403 4.341 4.600
H: -5.748 3.690 4.180
H: -6.295 2.019 2.447
H: -4.477 1.004 1.099
N: 0.100 -8.786 -4.165
C: 0.069 -7.726 -3.723
C: 0.034 -6.393 -3.165
C: -0.826 -5.441 -3.706
C: -0.861 -4.170 -3.166
C: -0.036 -3.846 -2.087
C: 0.828 -4.806 -1.554
C: 0.862 -6.079 -2.091
C: -0.077 -2.540 -1.507
C: -0.093 -1.439 -0.989
H: -1.461 -5.705 -4.540
H: -1.533 -3.424 -3.569
H: 1.464 -4.547 -0.719
H: 1.525 -6.830 -1.685

Löwdin population analysis, charges in e, atoms 1 to 4: number 1, W, carries 1.46; number 2, C, carries -0.07; number 3, C, carries -0.06; number 4, C, carries -0.02

5.
Density functional theory data (ωB97M-V/def2-TZVPD) for C4H6O2 in the gas phase.

Output
Relative energy (zero: lowest compared OMol25 entry of this formula, charge and spin) (kcal/mol): 46.2
LUMO (eV): 0.76
SMILES: O=CC1COC1
E_tot (Ha): -306.432653
E_HOMO (eV): -10.0
Orbital gap (eV): 10.76

Geometry (Å):
O: -1.403 -0.101 2.073
C: -1.392 0.011 0.871
C: -0.260 -0.491 0.014
C: 0.105 0.324 -1.234
O: 1.415 0.599 -0.725
C: 1.163 -0.143 0.478
H: -2.236 0.489 0.320
H: -0.427 -1.559 -0.171
H: 0.136 -0.238 -2.175
H: -0.485 1.240 -1.386
H: 1.218 0.486 1.374
H: 1.838 -0.998 0.590

Löwdin population analysis, charges in e, atoms 1 to 4: number 1, O, carries 0.06; number 2, C, carries -0.23; number 3, C, carries -0.21; number 4, C, carries -0.15

6.
Density functional theory data (ωB97M-V/def2-TZVPD) for C20H35N3O4 in the gas phase.

Output
Relative energy (zero: lowest compared OMol25 entry of this formula, charge and spin) (kcal/mol): 11.7
LUMO (eV): 0.82
SMILES: CCOC(=O)N1CCN(C(=O)[C@@H](NC(=O)[C@H]2CC[C@@H](C)CC2)C(C)C)CC1
E_tot (Ha): -1248.412977
E_HOMO (eV): -9.3
Orbital gap (eV): 10.08

Geometry (Å):
C: -3.253 -0.750 -3.156
C: -2.943 -1.979 -2.314
O: -3.241 -1.715 -0.942
C: -2.210 -1.631 -0.093
O: -1.059 -1.880 -0.383
N: -2.619 -1.306 1.169
C: -1.607 -0.918 2.133
C: -1.591 0.626 2.265
N: -2.161 1.187 1.061
C: -1.470 1.464 -0.076
O: -2.031 1.571 -1.152
C: 0.036 1.708 0.070
N: 0.737 0.442 0.147
C: 1.538 0.136 1.188
O: 1.664 0.895 2.136
C: 2.246 -1.217 1.175
C: 3.695 -1.012 1.637
C: 4.520 -0.331 0.549
C: 4.517 -1.149 -0.743
C: 5.356 -0.467 -1.820
C: 3.078 -1.353 -1.219
C: 2.228 -2.008 -0.133
C: 0.544 2.580 -1.096
C: -0.102 3.962 -1.027
C: 2.063 2.716 -1.039
C: -3.584 0.907 0.954
C: -3.851 -0.564 1.346
H: -2.712 0.112 -2.771
H: -2.957 -0.929 -4.186
H: -4.317 -0.532 -3.126
H: -3.566 -2.829 -2.608
H: -1.888 -2.256 -2.396
H: -0.650 -1.291 1.771
H: -1.834 -1.386 3.095
H: -2.219 0.945 3.102
H: -0.578 0.981 2.444
H: 0.245 2.236 1.007
H: 0.530 -0.248 -0.559
H: 1.730 -1.808 1.944
H: 3.695 -0.399 2.539
H: 4.136 -1.982 1.878
H: 4.107 0.661 0.355
H: 5.546 -0.200 0.899
H: 4.955 -2.132 -0.530
H: 6.385 -0.349 -1.487
H: 4.956 0.519 -2.047
H: 5.357 -1.056 -2.735
H: 2.657 -0.385 -1.497
H: 3.072 -1.982 -2.111
H: 1.206 -2.164 -0.479
H: 2.644 -2.997 0.080
H: 0.253 2.101 -2.036
H: 0.258 4.583 -1.843
H: 0.146 4.450 -0.086
H: -1.183 3.887 -1.109
H: 2.407 3.389 -1.821
H: 2.370 3.116 -0.075
H: 2.550 1.754 -1.181
H: -4.134 1.592 1.607
H: -3.871 1.090 -0.083
H: -4.634 -0.998 0.729
H: -4.135 -0.650 2.397

Löwdin population analysis, charges in e, atoms 1 to 4: number 1, C, carries -0.05; number 2, C, carries -0.20; number 3, O, carries 0.01; number 4, C, carries -0.52

7.
Density functional theory data (ωB97M-V/def2-TZVPD) for C5H9N3O as an isolated structure.

Output
Relative energy (zero: lowest compared OMol25 entry of this formula, charge and spin) (kcal/mol): 85.0
LUMO (eV): -0.39
E_tot (Ha): -435.322287
E_HOMO (eV): -9.4
Orbital gap (eV): 8.99

Geometry (Å):
C: 0.260 1.610 -0.170
C: -0.680 -1.415 1.327
C: 0.034 -1.272 -0.171
N: -1.512 -0.420 1.594
N: 1.098 1.861 -1.329
C: -0.784 -0.374 -0.930
C: 1.183 -1.879 -0.393
N: -0.946 0.879 -0.573
O: -0.211 -2.290 2.027
H: -1.554 0.507 0.627
H: -1.891 -0.452 2.531
H: 1.965 2.306 -1.054
H: 0.620 2.452 -2.000
H: 0.842 1.030 0.557
H: -0.106 2.521 0.324
H: -1.647 -0.820 -1.424
H: 1.617 -2.493 0.384
H: 1.711 -1.754 -1.327

Löwdin population analysis, charges in e, atoms 1 to 4: number 1, C, carries -0.32; number 2, C, carries -0.52; number 3, C, carries -0.20; number 4, N, carries 0.10